Record 1
C37H21MgN5O5S as an isolated structure. Source: OMol25; level of theory: ωB97M-V with the def2-TZVPD basis set.

Net charge: -2
Relative energy (zero: lowest compared OMol25 entry of this formula, charge and spin): 0.0 kcal per mole
F_max: 0.3 eV/A
Spin multiplicity: 1
HOMO-LUMO gap: 3.55 eV
Energy: -2670.99853 a.u.

Last column: natural (NBO) charge in e.
Element x y z (Å)
Mg 2.1279 -1.4375 -0.7729  1.732
S -5.3252 -2.5330 -1.5143  0.868
N -4.3318 -2.9903 -0.3232  -0.606
C -3.1009 -2.7432 -0.7374  0.120
C -1.8892 -2.9757 0.0243  -0.130
C -1.8728 -3.4749 1.3308  -0.130
C -0.6685 -3.6155 1.9705  -0.236
C 0.5013 -3.2416 1.3023  0.113
N 0.4958 -2.7911 0.0621  -0.515
C -0.6747 -2.6604 -0.5791  0.276
C -0.6143 -2.1548 -1.9575  0.191
N 0.6052 -1.9407 -2.4602  -0.464
C 0.7195 -1.4688 -3.6867  0.091
C -0.3874 -1.1668 -4.4810  -0.252
C -1.6476 -1.3786 -3.9742  -0.119
C -1.7759 -1.8996 -2.6869  -0.129
C -3.0475 -2.1964 -2.0542  0.201
N -4.2388 -2.0337 -2.6023  -0.618
H -2.8094 -3.7162 1.8170  0.224
H -0.6044 -3.9580 2.9931  0.227
H 1.4725 -3.2805 1.7810  0.244
H 1.7358 -1.3108 -4.0296  0.228
H -0.2418 -0.7592 -5.4718  0.216
H -2.5386 -1.1500 -4.5444  0.225
O 7.3301 -4.5656 -0.8750  -0.565
C 6.3067 -3.9161 -0.8462  0.373
C 5.6430 -3.2460 -2.0318  0.331
O 6.0370 -3.2858 -3.1872  -0.600
C 4.4643 -2.5767 -1.4897  0.304
C 4.3656 -2.7912 -0.0888  0.229
O 3.3896 -2.3037 0.5806  -0.842
C 5.4661 -3.6287 0.3814  0.348
O 5.6886 -4.0356 1.5109  -0.598
O 3.5747 -1.8962 -2.1120  -0.869
C -0.2189 1.7591 2.8204  -0.157
C -1.2808 0.8708 2.9492  -0.254
C -0.9964 -0.4554 3.2196  0.012
N 0.2369 -0.9398 3.3739  -0.469
C 1.2461 -0.0865 3.2221  0.032
C 1.0695 1.2636 2.9510  -0.240
H -0.3910 2.8020 2.5910  0.228
H -2.3037 1.1963 2.8043  0.229
H -1.8061 -1.1747 3.3079  0.171
H 2.2435 -0.5070 3.2985  0.194
H 1.9272 1.9068 2.8084  0.219
C 1.0268 0.3067 -0.5093  -0.769
C 0.3744 1.3391 -0.3808  -0.151
C -0.4150 2.5029 -0.1422  -0.330
C -1.8121 2.3018 0.0848  -0.015
C -2.6796 3.2249 0.7376  -0.293
C -3.9926 2.9152 1.0436  -0.219
C -4.5530 1.6816 0.7173  -0.332
C -3.7274 0.7574 0.0751  -0.230
C -2.4134 1.0459 -0.2272  -0.213
C 0.2804 3.7629 -0.0095  0.093
C 1.6792 3.7800 0.2263  -0.270
C 2.3904 4.9566 0.3580  -0.215
C 1.7645 6.1982 0.2521  -0.319
C 0.4008 6.2115 -0.0171  -0.205
C -0.3217 5.0363 -0.1489  -0.304
H -2.2920 4.1767 1.0714  0.203
H -4.5905 3.6558 1.5676  0.185
H -5.5825 1.4458 0.9574  0.186
H -4.1267 -0.2207 -0.1809  0.172
H -1.7842 0.2979 -0.6958  0.201
H 2.1910 2.8273 0.2898  0.228
H 3.4581 4.9030 0.5464  0.191
H 2.3249 7.1196 0.3558  0.185
H -0.1148 7.1587 -0.1460  0.183
H -1.3664 5.1027 -0.4197  0.202

Record 2
An isolated molecule of C3H3NO2 in a non-equilibrium geometry. Source: OMol25; level of theory: ωB97M-V with the def2-TZVPD basis set.

Net charge: 0
Relative energy (zero: lowest compared OMol25 entry of this formula, charge and spin): 62.6 kcal per mole
F_max: 3.4 eV/A
Spin multiplicity: 1
Structure (SMILES): Oc1cocn1
HOMO-LUMO gap: 9.48 eV
Energy: -321.27781 a.u.

Last column: natural (NBO) charge in e.
Element x y z (Å)
O 1.9531 -0.1368 0.2246  -0.666
C 0.6536 -0.0436 -0.1313  0.292
C 0.0028 1.1362 -0.2576  0.060
O -1.3209 0.9628 -0.0603  -0.494
C -1.4352 -0.6889 0.2111  0.320
N -0.2540 -1.1197 0.1920  -0.452
H 2.2965 -0.9964 -0.0278  0.485
H 0.5019 2.0962 -0.4985  0.222
H -2.4242 -1.2034 0.3506  0.233

Record 3
A 2-piece molecular cluster, C4H10NO overall in a non-equilibrium geometry. Source: OMol25; level of theory: ωB97M-V with the def2-TZVPD basis set.

Net charge: +1
Relative energy (zero: lowest compared OMol25 entry of this formula, charge and spin): 63.6 kcal per mole
F_max: 4.9 eV/A
Spin multiplicity: 3
HOMO-LUMO gap (alpha / beta): 8.83 / 5.41 eV
Energy: -287.87538 a.u.

Last column: natural (NBO) charge in e.
Element x y z (Å)
C -1.7133 -1.8599 -0.9637  -0.369
C -1.9550 -0.6008 -0.9213  -0.109
C 1.7098 0.9240 1.3056  -0.612
C 0.6165 0.1721 0.4976  0.186
N -0.4188 0.9567 -0.1069  -0.378
O 1.0640 -0.6992 -0.4845  -0.646
H -2.5205 -2.3103 -1.6132  0.240
H -0.8544 -2.3939 -0.8109  0.234
H -2.6204 0.1241 -1.2405  0.193
H 1.7472 1.9321 0.9360  0.222
H 2.5594 0.4715 0.9018  0.244
H 1.7069 0.9819 2.3618  0.265
H 0.0699 -0.4176 1.3393  0.229
H -1.1941 1.4256 0.4723  0.436
H -0.0304 1.4885 -0.7899  0.383
H 1.8332 -0.1946 -0.8836  0.484

Record 4
C30H40BrGeN5OSSeV as an isolated structure in a non-equilibrium geometry. Source: OMol25; level of theory: ωB97M-V with the def2-TZVPD basis set.

Net charge: -2
Relative energy (zero: lowest compared OMol25 entry of this formula, charge and spin): 0.0 kcal per mole
F_max: 3.2 eV/A
Spin multiplicity: 4
HOMO-LUMO gap (alpha / beta): 4.29 / 5.43 eV
Energy: -9910.69588 a.u.

Last column: Mulliken charge in e.
Element x y z (Å)
V 0.9599 -0.1465 0.6914  -0.545
C -0.7638 -4.1483 -0.2098  -2.464
C -0.1157 -2.7897 -0.2450  0.685
N 0.5668 -2.3267 0.7721  1.727
N 0.7059 -3.1583 1.8799  -1.298
C 1.6297 -4.1210 1.8927  0.051
N 1.7901 -4.8119 3.1566  -0.658
S 2.6654 -4.5576 0.6079  -0.530
C -0.2664 -1.9407 -1.3152  0.702
C -0.8678 -2.3928 -2.5123  -1.378
C -1.0079 -1.5609 -3.5885  -0.890
C -0.5390 -0.1921 -3.4397  -0.894
C 0.0740 0.1453 -2.2876  -0.069
N 0.1119 -0.6115 -1.1776  1.211
H -1.7033 -4.2712 -0.7964  0.484
H -0.9367 -4.4781 0.8212  0.404
H -0.1039 -4.8787 -0.6754  0.449
H 1.6204 -4.1250 3.8592  0.328
H 2.7463 -5.1076 3.1100  0.313
H -1.1630 -3.4140 -2.6091  0.399
H -1.4312 -1.8615 -4.5403  0.369
H -0.4870 0.4479 -4.3311  0.470
H 0.4723 1.1646 -2.1328  -0.061
Br 2.3799 -0.4213 3.4683  -0.140
C 3.7036 -1.5652 2.7450  0.798
C 4.3645 -2.4008 3.6059  -0.510
C 5.4773 -3.1333 3.2099  -0.834
C 5.8964 -2.9413 1.8627  -0.406
C 5.2037 -2.1178 1.0007  0.809
C 5.6983 -1.8920 -0.3210  -0.796
C 4.9666 -1.2739 -1.2767  -1.007
C 3.6907 -0.8145 -0.9151  0.383
C 3.1865 -0.7639 0.3943  -0.296
C 3.9666 -1.4810 1.3638  0.167
H 4.0383 -2.4776 4.6451  0.348
H 6.0670 -3.8188 3.8116  0.358
H 6.7741 -3.4811 1.4807  0.233
H 6.6692 -2.3474 -0.5902  0.202
H 5.3553 -1.2101 -2.3099  0.319
H 3.0273 -0.3803 -1.6058  0.392
C -4.3016 5.3600 -2.9282  -1.312
Ge -4.2151 3.4509 -2.8710  0.441
C -2.3217 3.0014 -3.2527  -0.741
C -5.4142 2.6602 -4.1799  -1.227
C -4.6955 2.7622 -1.1161  -0.948
Se -3.3956 1.4098 -0.4321  -0.081
C -2.2091 2.8312 0.1749  -0.498
H -4.7904 5.6951 -3.8506  0.380
H -3.4144 5.9724 -2.7588  0.383
H -4.9516 5.8178 -2.1737  0.413
H -2.1938 1.9591 -3.3293  0.057
H -1.8650 3.4558 -2.3115  0.162
H -1.9125 3.5441 -4.1688  0.414
H -5.1866 2.8933 -5.2170  0.367
H -6.4092 2.9499 -3.9285  0.367
H -5.2641 1.5786 -3.9961  0.327
H -5.6701 2.2408 -1.1731  0.431
H -4.7266 3.6176 -0.4140  0.426
H -2.6268 3.8282 -0.1065  0.452
H -1.1993 2.6689 -0.3150  -0.233
H -2.1457 2.7244 1.2149  0.263
C 0.7989 2.5219 2.8703  -1.136
C -0.3898 1.5559 2.8549  -0.036
C -1.3262 1.5373 3.8697  -0.718
C -2.1350 0.3890 3.6868  -1.100
C -1.6459 -0.2368 2.5406  0.000
C -2.3122 -1.4495 1.8523  -0.793
N -0.5973 0.4677 2.0279  1.709
H 0.6246 3.5096 2.3270  0.044
H 1.7573 2.1356 2.5022  0.092
H 0.8623 2.7209 3.9630  0.380
H -1.4650 2.2744 4.6752  0.358
H -2.9892 0.0025 4.2212  0.418
H -3.4302 -1.3069 1.9470  0.344
H -2.0150 -2.4108 2.2532  0.331
H -2.0818 -1.5072 0.7173  -0.176
C 2.2436 2.2105 -0.5674  -1.113
O 1.1310 1.6963 0.1316  0.020
H 2.1984 3.2891 -0.4067  0.220
H 2.0819 1.9902 -1.6444  0.186
H 3.1762 1.8451 -0.1887  0.306

Record 5
C16H31N6OPdSSi as an isolated structure in a non-equilibrium geometry. Source: OMol25; level of theory: ωB97M-V with the def2-TZVPD basis set.

Net charge: +1
Relative energy (zero: lowest compared OMol25 entry of this formula, charge and spin): 15.4 kcal per mole
F_max: 1.8 eV/A
Spin multiplicity: 1
HOMO-LUMO gap: 7.17 eV
Energy: -1847.38119 a.u.

Last column: natural (NBO) charge in e.
Element x y z (Å)
Pd 0.2708 0.7089 -0.3260  0.949
C 3.7995 -0.1847 0.9929  -0.655
C 3.6202 0.5219 -0.3176  0.259
C 4.6689 0.7823 -1.1779  -0.290
C 4.4215 1.4206 -2.3952  -0.105
C 3.1413 1.7996 -2.7495  -0.312
C 2.1432 1.5247 -1.8259  0.385
N 2.3843 0.9227 -0.6592  -0.527
N 0.7881 1.7950 -1.8994  -0.877
Si -0.3874 1.1653 -3.0736  1.765
C 0.1116 -0.5371 -3.5881  -1.145
C -0.6570 2.2737 -4.5083  -1.138
C -1.9452 1.0941 -2.0618  -1.163
H 4.0990 -1.2222 0.8331  0.239
H 2.8738 -0.1776 1.5649  0.235
H 4.5837 0.2933 1.5808  0.239
H 5.6718 0.4890 -0.8984  0.233
H 5.2441 1.6231 -3.0703  0.232
H 2.9170 2.2933 -3.6847  0.239
H 0.9643 -0.5227 -4.2737  0.253
H -0.7086 -1.0619 -4.0871  0.253
H 0.4090 -1.1256 -2.7143  0.230
H 0.2424 2.4076 -5.1159  0.250
H -0.9932 3.2563 -4.1680  0.255
H -1.4344 1.8473 -5.1509  0.254
H -2.0590 0.2014 -1.4346  0.231
H -2.7900 1.0688 -2.7602  0.270
H -2.0755 1.9719 -1.4258  0.265
C -0.0995 3.4419 3.3795  -0.821
S 0.4805 2.4999 1.9977  1.246
C 0.9733 3.8833 0.9978  -0.828
O -0.7910 1.9406 1.3430  -1.023
H -0.9349 4.0519 3.0345  0.246
H 0.7208 4.0574 3.7496  0.245
H -0.4227 2.7465 4.1518  0.254
H 1.9096 4.2768 1.3967  0.243
H 0.1830 4.6332 1.0257  0.240
H 1.1202 3.5207 -0.0181  0.261
C -3.4454 -3.1127 3.4961  -0.614
C -3.0667 -3.9611 2.2863  -0.231
C -3.6922 -3.4236 1.0048  -0.617
C -1.5572 -4.1312 2.1681  -0.210
N -0.8515 -2.8813 1.8135  -0.172
C -0.6370 -2.3062 0.6424  0.198
N 0.0032 -1.1788 0.8391  -0.405
N 0.1534 -1.0659 2.1961  -0.045
N -0.3427 -2.0886 2.7759  -0.022
H -4.5274 -2.9919 3.5545  0.226
H -3.0074 -2.1133 3.4344  0.210
H -3.1061 -3.5647 4.4294  0.221
H -3.4337 -4.9806 2.4410  0.223
H -3.4209 -2.3771 0.8337  0.201
H -4.7795 -3.4588 1.0726  0.236
H -3.4019 -4.0077 0.1264  0.208
H -1.2907 -4.8700 1.4136  0.222
H -1.1244 -4.4378 3.1174  0.243
H -0.9155 -2.7299 -0.3087  0.241

Record 6
A 2-piece molecular cluster, C2H3NS overall in a non-equilibrium geometry. Source: OMol25; level of theory: ωB97M-V with the def2-TZVPD basis set.

Net charge: 0
Relative energy (zero: lowest compared OMol25 entry of this formula, charge and spin): 40.2 kcal per mole
F_max: 3.3 eV/A
Spin multiplicity: 3
HOMO-LUMO gap (alpha / beta): 9.57 / 9.08 eV
Energy: -530.77994 a.u.

Last column: natural (NBO) charge in e.
Element x y z (Å)
C 2.1481 0.4286 0.1471  -0.233
C 1.4892 0.7458 -0.7725  -0.229
N -2.1590 -0.8250 -0.0614  -0.803
S -2.9648 0.2873 0.7603  0.421
H 2.8853 -0.0041 0.7865  0.230
H 0.6432 1.1163 -1.2679  0.230
H -2.0420 -1.7489 0.4078  0.382

Record 7
A 2-piece molecular cluster, C3H4N2S3 overall in a non-equilibrium geometry. Source: OMol25; level of theory: ωB97M-V with the def2-TZVPD basis set.

Net charge: 0
Relative energy (zero: lowest compared OMol25 entry of this formula, charge and spin): 85.7 kcal per mole
F_max: 3.2 eV/A
Spin multiplicity: 1
Structure (SMILES): N=C1SS1.SC1=NC1
HOMO-LUMO gap: 8.28 eV
Energy: -1420.63719 a.u.

Last column: natural (NBO) charge in e.
Element x y z (Å)
N -0.6432 -0.7414 -1.2287  -0.622
C -1.6505 -1.3659 -1.0419  0.018
S -2.4941 -2.6682 -0.1713  0.051
S -3.0070 -1.7952 -2.0403  0.104
H 0.1441 -0.5577 -0.5812  0.377
S 0.9448 2.9579 0.2411  0.101
C 1.0864 1.2818 0.5938  0.065
N 1.2571 0.1965 -0.0348  -0.390
C 1.2033 0.1487 1.5407  -0.296
H 0.6880 2.8856 -1.1266  0.171
H 2.1986 0.0390 1.9431  0.207
H 0.2725 -0.3812 1.9061  0.214

Record 8
A 6-piece molecular cluster, C5H23NO7 overall in a non-equilibrium geometry. Source: OMol25; level of theory: ωB97M-V with the def2-TZVPD basis set.

Net charge: 0
Relative energy (zero: lowest compared OMol25 entry of this formula, charge and spin): 74.3 kcal per mole
F_max: 3.7 eV/A
Spin multiplicity: 1
Structure (SMILES): C[C@H](NCO)[C@@H](C)O.O.O.O.O.O
HOMO-LUMO gap: 9.28 eV
Energy: -785.65364 a.u.

Last column: natural (NBO) charge in e.
Element x y z (Å)
C -1.8828 -0.0997 -0.0545  -0.657
C -0.2761 -0.2302 -0.2632  -0.085
N 0.4896 -1.1355 0.5830  -0.695
C 0.7579 -2.3930 -0.0101  0.098
O 1.5122 -2.2783 -1.2245  -0.760
C 0.3220 1.1911 -0.1236  0.097
C 1.8630 1.2594 -0.1909  -0.651
O -0.1109 1.9639 -1.2541  -0.807
H -2.2346 0.8741 0.2319  0.217
H -2.1232 -0.8260 0.7320  0.215
H -2.3182 -0.6328 -0.9646  0.213
H -0.2905 -0.3887 -1.3785  0.225
H 1.0526 -0.7192 1.3371  0.425
H 1.3632 -2.8807 0.7764  0.165
H -0.0913 -3.0200 -0.4144  0.187
H 2.1218 -1.5198 -1.2193  0.488
H -0.0221 1.8135 0.7413  0.178
H 2.1684 1.8665 0.6299  0.216
H 2.0874 1.8529 -1.1689  0.256
H 2.2472 0.2252 -0.0667  0.186
H -0.8953 1.7548 -1.7846  0.512
O 2.0235 -0.5370 3.4556  -0.973
H 2.6818 0.1777 3.4124  0.494
H 2.3526 -1.4097 3.6715  0.487
O 0.2433 -2.5548 -3.4087  -1.032
H 0.7891 -2.4671 -2.5929  0.504
H 0.1641 -3.3462 -3.9291  0.477
O 0.2403 4.4184 0.1146  -0.953
H -0.1759 4.0973 -0.7027  0.492
H -0.4862 4.5816 0.7215  0.462
O -2.0151 -1.0537 4.1478  -0.937
H -1.3349 -1.3562 4.7688  0.466
H -1.5590 -1.1265 3.2961  0.470
O -2.5199 1.4767 -2.5831  -0.949
H -3.1132 1.1182 -1.9044  0.482
H -3.0309 1.3036 -3.3811  0.486